# 1
DFT (ωB97M-V/def2-TZVPD) results for a 2-piece molecular cluster, CH4BrFSi overall at a distorted geometry.

```
8
CH4BrFSi, DFT ωB97M-V/def2-TZVPD
C 0.77 1.05 0.16
F -0.12 -2.72 -0.31
Si -0.93 1.76 -0.18
Br -2.28 -0.13 0.04
H 0.72 0.02 0.73
H 1.38 0.72 -0.67
H 1.39 1.75 0.74
H -0.94 -2.45 -0.51
```

E	-81739.2691	eV
HOMO energy	-9.1	eV
energy above the lowest of the compared OMol25 structures with the same formula, charge and spin	3.1827	eV
E_LUMO	-0.0358	Eh
2S+1	1

Mulliken population analysis, charges in e, atoms 1 to 5: -0.951 -0.366 0.270 -0.251 0.277

# 2
DFT (ωB97M-V/def2-TZVPD) results for an isolated ion of composition CH4BrN4O2P2S and charge +1 at a distorted geometry.

```
15
CH4BrN4O2P2S, DFT ωB97M-V/def2-TZVPD
O 1.77 3.24 -0.06
P 0.37 2.87 -0.01
N 0.19 1.14 0.44
N 0.27 0.71 1.65
N 0.10 -0.60 1.65
C -0.10 -0.99 0.40
P -0.39 -2.69 -0.35
O -0.26 -3.60 0.96
Br -2.58 -2.51 -0.45
N -0.05 0.09 -0.40
S -0.22 0.15 -2.11
H -0.43 3.50 0.94
H -0.30 2.93 -1.24
H 0.62 -3.99 1.01
H 1.02 -0.26 -2.41
```

E	-110603.8680	eV
HOMO energy	-13.8	eV
E_LUMO	-0.1966	Eh
charge	+1
2S+1	1

Mulliken population analysis, charges in e, atoms 1 to 5: -0.483 0.416 0.618 -0.332 -0.200